Entry from the Open Molecules 2025 dataset: C22H60F6O20PS8 as an isolated structure in a non-equilibrium geometry (ωB97M-V/def2-TZVPD).

Last column: Löwdin charge in e.
CARTESIAN COORDINATES (ANGSTROEM)
P1 -0.188 0.112 -0.010  0.501
F1 -0.402 -0.990 -1.239  -0.051
F2 -0.798 -1.059 0.939  -0.121
F3 1.273 -0.502 0.233  -0.256
F4 -0.091 1.100 1.305  -0.182
F5 0.393 1.125 -1.082  -0.103
F6 -1.746 0.576 -0.248  -0.302
O1 3.218 -3.094 0.726  -0.358
S1 2.386 -3.821 -0.253  0.818
O2 3.056 -4.573 -1.375  -0.279
O3 1.318 -4.744 0.602  -0.255
C1 0.626 -4.122 1.713  -0.210
C2 1.414 -4.516 3.044  -0.061
C3 1.255 -2.583 -0.929  -0.150
H1 -0.347 -4.597 1.844  0.124
H2 0.486 -3.041 1.695  0.071
H3 1.040 -3.979 3.915  0.060
H4 2.480 -4.306 2.953  0.069
H5 1.275 -5.560 3.324  0.070
H6 0.946 -1.819 -0.215  0.028
H7 0.361 -3.093 -1.287  0.100
H8 1.590 -2.117 -1.856  -0.065
O4 4.467 -0.417 -2.579  -0.268
S2 3.361 -1.230 -2.088  0.870
O5 2.214 -1.686 -2.885  -0.311
O6 3.949 -2.562 -1.269  -0.383
C4 4.996 -2.224 -0.349  -0.294
C5 5.983 -3.376 -0.463  -0.042
C6 2.741 -0.353 -0.625  -0.103
H9 4.515 -2.034 0.610  0.099
H10 5.592 -1.354 -0.626  0.117
H11 6.519 -3.402 0.486  0.082
H12 6.652 -3.221 -1.310  0.085
H13 5.481 -4.341 -0.534  0.072
H14 1.904 0.279 -0.924  0.089
H15 3.421 0.124 0.080  0.127
H16 2.196 -1.111 -0.063  -0.026
O7 -1.752 1.574 5.143  -0.343
S3 -2.258 0.815 3.978  0.819
O8 -3.342 -0.139 4.142  -0.293
O9 -2.616 1.920 2.764  -0.306
C7 -3.174 1.475 1.457  -0.273
C8 -4.701 1.431 1.573  -0.026
C9 -0.746 -0.054 3.255  -0.256
H17 -2.791 0.528 1.076  0.115
H18 -2.930 2.305 0.793  0.094
H19 -5.154 2.396 1.796  0.092
H20 -5.051 0.612 2.202  0.088
H21 -5.072 1.178 0.579  0.035
H22 -1.017 -0.641 2.377  0.050
H23 -0.213 -0.560 4.059  0.019
H24 -0.075 0.766 3.001  0.035
O10 -0.172 4.911 -1.193  -0.337
S4 -0.788 5.032 -2.531  0.774
O11 -0.322 6.019 -3.494  -0.294
O12 -0.708 3.388 -3.218  -0.233
C10 -1.112 2.296 -2.312  -0.227
C11 -0.566 0.983 -2.888  -0.157
C12 -2.627 5.128 -2.471  -0.097
H25 -2.198 2.382 -2.342  0.073
H26 -0.916 2.342 -1.240  0.081
H27 0.523 0.939 -2.884  0.153
H28 -0.979 0.810 -3.882  0.140
H29 -0.892 0.133 -2.288  0.094
H30 -2.942 4.547 -1.604  0.052
H31 -3.054 4.716 -3.385  0.076
H32 -2.961 6.165 -2.430  0.068
O13 -0.079 -1.104 -5.714  -0.259
S5 -0.697 -1.260 -4.422  0.858
O14 -2.005 -0.689 -4.067  -0.317
O15 -0.670 -2.889 -3.974  -0.236
C13 0.412 -3.669 -4.326  -0.308
C14 0.506 -4.798 -3.321  -0.060
C15 0.398 -0.642 -3.087  -0.184
H33 1.365 -3.179 -4.127  0.108
H34 0.309 -4.034 -5.348  0.127
H35 1.243 -5.523 -3.665  0.088
H36 -0.429 -5.356 -3.271  0.084
H37 0.814 -4.520 -2.313  0.028
H38 1.378 -1.014 -3.386  -0.034
H39 0.081 -1.038 -2.122  -0.164
H40 0.297 0.442 -3.137  -0.156
O16 -0.047 5.764 2.149  -0.296
S6 0.449 4.461 1.680  0.732
O17 1.668 4.333 0.865  -0.308
O18 0.646 3.513 3.001  -0.318
C16 -0.443 3.294 3.854  -0.287
C17 0.001 2.975 5.294  -0.096
C18 -0.872 3.354 0.889  -0.080
H41 -1.083 2.525 3.421  0.036
H42 -1.185 4.079 4.004  0.136
H43 -0.802 2.970 6.031  0.083
H44 0.747 3.676 5.668  0.081
H45 0.511 2.013 5.336  0.017
H46 -1.157 3.711 -0.100  0.029
H47 -1.699 3.427 1.595  0.064
H48 -0.496 2.333 0.825  -0.003
C19 2.185 1.392 3.068  -0.180
S7 1.604 0.098 4.241  1.048
O19 0.266 0.589 4.765  -0.657
C20 1.217 -1.137 2.922  -0.271
H49 3.224 1.175 2.820  0.067
H50 2.106 2.357 3.568  0.059
H51 1.538 1.372 2.191  0.038
H52 2.080 -1.542 2.392  0.073
H53 0.510 -0.672 2.235  -0.001
H54 0.912 -2.043 3.444  0.054
C21 -4.058 -0.424 -3.295  -0.201
S8 -4.133 -0.274 -1.388  0.926
O20 -5.593 -0.068 -1.102  -0.582
C22 -3.126 1.302 -1.118  -0.315
H55 -4.504 -1.215 -3.897  0.060
H56 -3.043 -0.391 -3.692  -0.177
H57 -4.436 0.524 -3.678  0.046
H58 -3.695 2.135 -1.530  0.094
H59 -2.083 1.362 -1.430  0.012
H60 -3.062 1.413 -0.036  -0.031

Computed properties:
E_LUMO: 1.90 eV
Multiplicity: 1
Energy relative to the best compared isomer or geometry (same formula, charge and spin): 58.545 eV
Total charge: -1
Electronic energy: -6503.18478 a.u.


Entry from the Open Molecules 2025 dataset: a 9-piece molecular cluster, C22H60F6O20PS8 overall in a non-equilibrium geometry (ωB97M-V/def2-TZVPD).

Last column: Löwdin charge in e.
CARTESIAN COORDINATES (ANGSTROEM)
P1 0.342 -0.306 -0.074  0.180
F1 1.267 1.011 -0.397  -0.187
F2 1.647 -1.231 -0.247  -0.157
F3 0.654 -0.140 1.512  -0.158
F4 -0.553 -1.598 0.269  -0.146
F5 -0.921 0.714 0.091  -0.174
F6 -0.016 -0.398 -1.646  -0.154
O1 -1.347 2.925 4.220  -0.278
S1 0.026 3.118 4.516  0.540
O2 0.463 4.207 5.322  -0.269
O3 0.599 1.815 5.193  -0.246
C1 -0.174 0.585 5.060  -0.262
C2 0.684 -0.622 5.358  -0.050
C3 0.953 3.128 3.011  -0.125
H1 -0.681 0.501 4.103  0.089
H2 -0.983 0.697 5.785  0.119
H3 1.299 -0.469 6.241  0.090
H4 1.250 -0.829 4.452  0.049
H5 -0.050 -1.399 5.573  0.070
H6 0.856 2.180 2.486  0.056
H7 1.970 3.436 3.236  0.076
H8 0.504 3.931 2.419  0.065
O4 -2.329 -1.364 4.250  -0.260
S2 -3.417 -1.658 3.381  0.563
O5 -3.603 -2.986 2.904  -0.269
O6 -4.722 -1.203 4.162  -0.244
C4 -5.954 -1.821 3.780  -0.282
C5 -7.070 -1.154 4.562  -0.069
C6 -3.378 -0.545 2.018  -0.098
H9 -5.919 -2.864 4.105  0.119
H10 -6.154 -1.831 2.707  0.118
H11 -7.035 -1.442 5.614  0.079
H12 -8.037 -1.469 4.172  0.078
H13 -6.964 -0.069 4.563  0.082
H14 -2.789 0.327 2.280  0.076
H15 -4.393 -0.372 1.673  0.070
H16 -2.828 -1.086 1.250  0.051
O7 -4.160 1.685 -6.076  -0.252
S3 -4.419 0.662 -5.142  0.533
O8 -3.914 -0.657 -5.376  -0.276
O9 -3.919 1.200 -3.737  -0.251
C7 -3.237 0.273 -2.855  -0.259
C8 -4.207 -0.584 -2.093  -0.066
C9 -6.153 0.531 -4.866  -0.119
H17 -2.673 0.871 -2.139  0.117
H18 -2.521 -0.329 -3.408  0.101
H19 -4.994 0.047 -1.674  0.087
H20 -3.709 -1.080 -1.257  0.076
H21 -4.622 -1.393 -2.696  0.077
H22 -6.574 0.350 -5.855  0.074
H23 -6.507 1.500 -4.524  0.076
H24 -6.329 -0.293 -4.186  0.063
O10 4.089 -4.065 3.079  -0.271
S4 2.788 -4.286 2.549  0.537
O11 2.270 -5.620 2.573  -0.276
O12 1.829 -3.278 3.268  -0.261
C10 0.401 -3.508 3.199  -0.251
C11 -0.089 -4.421 4.299  -0.058
C12 2.697 -3.639 0.921  -0.127
H25 0.104 -3.791 2.186  0.117
H26 -0.043 -2.520 3.323  0.094
H27 0.122 -5.470 4.102  0.070
H28 -1.134 -4.214 4.527  0.072
H29 0.455 -4.175 5.217  0.087
H30 3.059 -2.619 1.011  0.040
H31 1.678 -3.687 0.555  0.067
H32 3.431 -4.143 0.295  0.079
O13 0.760 4.754 -5.614  -0.267
S5 -0.184 3.688 -5.585  0.544
O14 -1.306 3.660 -6.446  -0.262
O15 0.657 2.374 -5.830  -0.244
C13 -0.022 1.128 -6.046  -0.240
C14 0.085 0.259 -4.803  -0.061
C15 -0.680 3.463 -3.911  -0.112
H33 0.480 0.625 -6.874  0.124
H34 -1.049 1.275 -6.385  0.109
H35 -0.147 -0.790 -4.971  0.079
H36 -0.469 0.673 -3.966  0.042
H37 1.144 0.274 -4.522  0.078
H38 0.281 3.458 -3.401  0.064
H39 -1.386 2.662 -3.731  0.057
H40 -1.181 4.383 -3.598  0.076
O16 4.536 -1.979 -1.230  -0.289
S6 4.606 -1.198 -2.429  0.583
O17 5.868 -1.031 -3.082  -0.278
O18 3.537 -1.732 -3.475  -0.260
C16 2.802 -2.930 -3.109  -0.247
C17 1.953 -3.304 -4.300  -0.059
C18 3.938 0.437 -2.144  -0.091
H41 2.174 -2.731 -2.242  0.105
H42 3.508 -3.720 -2.857  0.119
H43 2.535 -3.775 -5.093  0.080
H44 1.541 -2.396 -4.749  0.058
H45 1.093 -3.912 -4.027  0.084
H46 3.012 0.563 -2.686  0.059
H47 4.755 1.126 -2.344  0.070
H48 3.807 0.543 -1.068  0.038
C19 5.586 -0.966 3.315  -0.260
S7 4.004 -0.122 3.472  0.813
O19 4.103 1.162 4.204  -0.544
C20 3.854 0.386 1.736  -0.247
H49 5.554 -1.786 4.034  0.036
H50 6.478 -0.362 3.462  0.059
H51 5.599 -1.457 2.340  0.049
H52 3.421 -0.364 1.073  0.017
H53 4.855 0.670 1.422  0.061
H54 3.082 1.150 1.808  0.027
C21 2.295 3.941 -0.175  -0.267
S8 1.819 5.673 -0.183  0.811
O20 3.133 6.379 -0.072  -0.562
C22 1.397 5.911 -1.919  -0.261
H55 2.574 3.731 0.857  0.028
H56 3.225 3.929 -0.746  0.059
H57 1.551 3.218 -0.502  0.040
H58 0.334 5.722 -2.081  0.036
H59 1.997 5.297 -2.587  0.056
H60 1.576 6.973 -2.065  0.049

Computed properties:
E_LUMO: 1.54 eV
Multiplicity: 1
Energy relative to the best compared isomer or geometry (same formula, charge and spin): 0.669 eV
Total charge: -1
Electronic energy: -6505.31166 a.u.


Entry from the Open Molecules 2025 dataset: a 5-piece molecular cluster, C22H60N4O8P overall (ωB97M-V/def2-TZVPD).

Last column: Löwdin charge in e.
CARTESIAN COORDINATES (ANGSTROEM)
C1 2.115 6.274 -1.470  -0.079
C2 1.067 5.248 -1.852  -0.266
O1 1.738 4.107 -2.380  -0.174
C3 1.093 2.863 -2.160  -0.183
C4 -0.132 2.587 -3.054  -0.184
O2 -1.325 2.340 -2.345  -0.106
C5 -1.942 3.512 -1.764  -0.460
C6 -3.396 3.125 -1.423  -0.246
O3 -4.259 3.751 -2.311  -0.386
P1 -3.562 5.052 -3.264  0.401
O4 -1.942 4.584 -2.589  -0.326
H1 2.908 6.281 -2.220  0.072
H2 2.574 6.056 -0.504  0.067
H3 1.683 7.275 -1.426  0.069
H4 0.471 4.944 -0.986  0.109
H5 0.360 5.643 -2.584  0.114
H6 1.868 2.117 -2.354  0.094
H7 0.793 2.771 -1.107  0.123
H8 -0.258 3.426 -3.746  0.123
H9 0.038 1.681 -3.640  0.116
H10 -1.373 3.748 -0.848  0.127
H11 -3.602 3.441 -0.384  0.098
H12 -3.520 2.040 -1.485  0.107
H13 -4.868 5.383 -3.770  -0.064
H14 -3.334 4.118 -4.346  -0.027
H15 -2.915 6.106 -4.008  -0.066
H16 -3.722 5.940 -2.124  -0.030
C7 5.510 1.680 0.722  -0.069
C8 4.608 2.034 -0.457  -0.430
C9 4.754 1.092 -1.657  -0.192
O5 5.928 1.290 -2.435  -0.182
C10 7.107 0.715 -1.920  -0.118
N1 4.779 3.445 -0.808  0.055
H17 6.539 2.000 0.545  0.062
H18 5.164 2.191 1.620  0.074
H19 5.507 0.604 0.905  0.058
H20 3.571 1.919 -0.120  0.134
H21 3.929 1.289 -2.343  0.108
H22 4.696 0.046 -1.329  0.105
H23 6.897 -0.226 -1.402  0.062
H24 7.624 1.384 -1.225  0.074
H25 7.771 0.519 -2.763  0.085
H26 4.052 3.711 -1.469  0.057
H27 5.658 3.541 -1.309  0.069
C11 4.573 -3.947 -0.957  -0.064
C12 5.938 -3.451 -0.495  -0.432
C13 6.694 -4.433 0.405  -0.209
O6 6.186 -4.543 1.721  -0.187
C14 5.119 -5.453 1.890  -0.110
N2 5.780 -2.126 0.105  0.043
H28 3.834 -3.855 -0.159  0.067
H29 4.221 -3.343 -1.792  0.078
H30 4.610 -4.991 -1.272  0.078
H31 6.566 -3.324 -1.385  0.136
H32 7.720 -4.073 0.521  0.121
H33 6.734 -5.425 -0.066  0.119
H34 5.254 -6.340 1.260  0.089
H35 4.149 -5.009 1.657  0.074
H36 5.120 -5.761 2.935  0.086
H37 6.692 -1.723 0.301  0.069
H38 5.343 -2.238 1.017  0.079
C15 -7.907 -1.116 0.495  -0.073
C16 -6.550 -1.578 -0.024  -0.441
C17 -5.364 -0.797 0.553  -0.222
O7 -5.190 0.496 0.017  -0.186
C18 -5.977 1.516 0.599  -0.095
N3 -6.574 -1.581 -1.488  0.038
H39 -8.212 -0.186 0.014  0.065
H40 -8.667 -1.865 0.272  0.070
H41 -7.881 -0.951 1.574  0.074
H42 -6.403 -2.615 0.300  0.127
H43 -4.449 -1.338 0.293  0.115
H44 -5.428 -0.766 1.648  0.099
H45 -6.121 1.328 1.670  0.088
H46 -6.956 1.605 0.123  0.079
H47 -5.444 2.455 0.461  0.073
H48 -5.724 -2.008 -1.841  0.068
H49 -6.535 -0.617 -1.809  0.075
C19 -2.691 -2.742 2.797  -0.061
C20 -3.650 -2.675 3.980  -0.433
C21 -3.314 -3.644 5.118  -0.209
O8 -3.597 -5.005 4.844  -0.188
C22 -2.587 -5.709 4.152  -0.113
N4 -5.019 -2.817 3.489  0.047
H50 -2.901 -3.613 2.173  0.068
H51 -2.811 -1.859 2.171  0.069
H52 -1.651 -2.797 3.125  0.079
H53 -3.570 -1.673 4.416  0.138
H54 -3.934 -3.390 5.982  0.120
H55 -2.262 -3.533 5.412  0.118
H56 -1.590 -5.392 4.478  0.088
H57 -2.651 -5.576 3.070  0.074
H58 -2.713 -6.766 4.383  0.085
H59 -5.685 -2.617 4.227  0.076
H60 -5.178 -3.786 3.227  0.075

Computed properties:
E_LUMO: 1.81 eV
Multiplicity: 1
Total charge: -1
Electronic energy: -2036.39042 a.u.